# 1
Below is 25 unconnected molecules or ions with the total composition C50H150O25 in a non-equilibrium geometry, with properties calculated with the ωB97M-V functional and the def2-TZVPD basis.

For the energy relative to the best compared isomer or geometry (same formula, charge and spin), the calculation gives 277.4 kJ/mol. As for the total energy: -3875.74726 Eh. The value obtained for the highest occupied orbital energy is -9.040 eV.

ORCA input file:
```
! wB97M-V def2-TZVPD RIJCOSX def2/J DEFGRID3
* xyz 0 1
O -3.927 -1.630 0.956
O -0.071 -3.899 -3.663
O 2.499 -4.086 -2.462
O -7.332 0.031 2.421
O -2.832 0.922 1.262
O 2.591 -5.012 3.343
O 5.968 3.924 -1.122
O -4.941 7.065 1.038
O -4.909 -0.543 -4.278
O -6.087 0.727 -2.069
O 1.869 3.445 7.619
O -1.083 0.832 -0.834
O -0.567 1.693 -3.336
O -2.259 -3.419 2.511
O 6.495 -2.037 2.231
O 2.938 -1.458 -2.699
O -0.258 -3.549 7.178
O 2.854 1.294 6.552
O -0.157 4.201 -2.010
O -2.442 0.586 -5.039
O -2.413 4.207 -7.434
O 4.308 -0.668 3.142
O 3.273 6.195 2.051
O 2.583 -0.637 -5.554
O 0.212 -4.223 2.109
C 5.685 -2.783 0.144
C 2.100 0.101 6.783
C -4.609 -1.975 -0.283
C 2.317 0.545 3.031
C -6.737 -1.028 3.147
C -2.216 -0.190 -7.289
C 4.156 -0.748 -2.612
C -5.136 -2.407 -5.729
C 0.567 0.346 6.542
C 3.690 0.319 2.405
C 0.081 -4.347 -0.231
C 0.069 -0.506 0.811
C 2.276 -2.873 -6.143
C 4.532 -3.866 4.242
C -5.716 -1.652 -4.466
C -2.699 5.348 -6.680
C -1.945 -2.605 -2.855
C 5.010 3.339 -1.957
C -5.274 1.436 -1.127
C 0.959 -3.776 6.482
C -1.348 2.368 2.541
C 0.237 5.292 0.009
C 2.912 4.214 3.127
C 6.922 -2.521 1.007
C -4.563 -3.412 -0.525
C -4.370 5.184 -0.208
C 3.699 5.498 3.150
C -1.445 -1.695 4.001
C 0.219 0.332 -0.476
C 5.222 -1.493 -3.370
C -4.027 1.936 -1.854
C -0.461 -2.590 -3.228
C 0.288 -5.126 1.019
C 0.427 2.665 -5.360
C 0.171 3.929 -0.691
C 3.346 -4.694 -1.481
C -2.789 2.064 2.097
C 1.447 4.416 6.686
C 3.277 -3.842 3.385
C 2.868 -1.519 -6.585
C -3.851 6.455 0.413
C -5.497 -0.504 3.840
C 0.387 3.863 5.715
C 2.978 -6.165 -1.482
C -2.393 -2.917 3.849
C 0.615 1.869 -4.055
C 4.084 2.535 -1.012
C -1.771 -0.356 -5.868
C 1.264 -5.232 6.468
C -3.154 4.834 -5.291
H -4.604 7.874 1.431
H -1.223 3.382 2.920
H 0.931 1.135 -0.285
H 3.539 6.082 4.056
H 3.731 0.987 6.310
H 1.139 3.430 -0.642
H 1.743 1.241 2.419
H 0.152 1.167 7.126
H -0.779 -1.173 0.658
H 2.571 -3.067 3.684
H -3.541 -3.776 -0.415
H 0.158 4.589 4.935
H -5.667 -1.717 -0.319
H -0.212 0.078 1.687
H -1.463 -1.499 5.073
H -2.283 4.422 -4.782
H 0.844 5.987 -0.573
H -0.688 -0.227 -5.860
H -3.553 5.666 -4.712
H -1.262 1.366 -3.912
H -2.774 -2.862 1.923
H -4.776 -0.047 3.161
H 0.772 -4.144 -3.275
H -1.853 6.024 -6.555
H -1.797 -0.863 -8.037
H -5.708 -3.294 -6.002
H 1.047 0.928 -4.398
H -0.001 -0.564 6.731
H 2.288 4.755 6.079
H -7.673 0.680 3.040
H 0.601 5.283 1.036
H -4.120 -2.752 -5.540
H -2.044 -3.686 4.539
H -3.573 4.706 -0.778
H 5.512 2.618 -2.602
H 3.678 -0.077 1.389
H 1.912 -6.339 -1.336
H 0.162 -2.289 -2.385
H 3.129 3.576 2.270
H -0.392 -1.849 3.764
H -0.705 -3.998 2.279
H 2.687 -3.066 -5.152
H -0.567 3.229 -0.298
H -3.444 -2.700 4.040
H 3.328 -6.632 -2.403
H -3.230 6.127 1.247
H -0.349 2.167 -5.942
H -0.771 5.702 0.073
H -2.175 1.015 0.569
H 1.188 -2.925 -6.191
H -5.753 -2.283 -3.578
H 1.705 -3.229 7.059
H -0.313 -1.803 -3.968
H 2.449 0.994 4.015
H 1.257 -5.625 1.044
H -4.841 -3.624 -1.557
H -3.380 0.388 -4.986
H 0.924 -1.155 1.006
H -2.567 -2.946 -3.682
H 4.320 -4.210 5.254
H 1.697 -4.787 3.074
H 0.471 0.622 5.492
H 3.218 -4.237 -0.500
H -4.277 2.604 -2.678
H -3.842 -0.674 0.973
H 0.573 -5.835 5.879
H 2.798 0.263 -5.812
H -4.987 0.831 -0.267
H -5.849 0.343 4.429
H -0.664 2.347 1.692
H -4.113 -1.495 -1.127
H -2.133 -3.354 -2.086
H -1.000 1.619 3.253
H -0.527 3.568 6.230
H 4.389 -4.502 -1.735
H 5.115 -1.012 2.752
H 2.279 2.700 7.174
H 4.106 0.227 -3.097
H 3.922 -1.702 -6.795
H -5.200 -0.110 -3.472
H -3.557 5.847 -7.132
H 0.788 -3.332 5.502
H 1.297 2.586 -6.012
H 1.326 -5.581 7.498
H 2.521 -0.737 6.229
H 5.988 -3.198 -0.816
H 2.211 -5.405 5.956
H -0.045 3.414 -2.548
H -2.285 -1.648 -2.458
H -6.885 0.568 -1.560
H 4.809 -2.817 4.344
H 2.675 -1.239 -3.595
H 0.972 5.280 7.152
H 3.103 3.610 4.015
H -7.520 -1.457 3.771
H 4.740 5.283 2.911
H 7.597 -1.877 0.444
H 4.336 1.198 2.432
H 0.141 3.714 -5.283
H 5.241 -2.518 -2.999
H 6.172 -0.987 -3.199
H -3.509 1.056 -2.234
H 4.591 1.771 -0.421
H -3.928 4.067 -5.309
H -2.024 -1.343 -5.482
H -4.999 -1.309 4.381
H 2.607 -3.135 -2.381
H 1.827 -0.419 3.165
H 3.299 2.102 -1.631
H 4.301 -0.494 -1.562
H 0.891 -3.636 -0.395
H 1.345 2.285 -3.361
H 3.582 -3.680 2.351
H 0.737 2.942 5.248
H -0.079 -4.974 -1.108
H 2.613 -3.662 -6.816
H -1.031 1.234 -1.704
H 2.260 -0.112 7.840
H -5.203 -3.906 0.206
H 5.789 4.856 -0.977
H 0.545 -0.318 -1.288
H -4.766 4.519 0.559
H -0.404 -5.965 1.087
H -2.051 0.811 -7.688
H 5.084 -3.556 0.622
H -6.377 -1.715 2.381
H -5.846 2.289 -0.763
H -3.393 7.207 -0.229
H -6.752 -1.327 -4.564
H -5.111 -1.865 -6.674
H -3.475 1.924 2.932
H 1.849 4.454 3.101
H -0.816 -3.738 -0.118
H 7.492 -3.443 1.115
H 5.313 -4.403 3.703
H -3.305 2.419 -1.195
H -1.778 -0.818 3.447
H 5.094 -1.494 -4.453
H -3.097 3.534 -7.390
H -0.127 -3.735 8.110
H 2.504 -1.159 -7.547
H 3.480 -6.755 -0.715
H -3.280 -0.414 -7.362
H 3.673 3.182 -0.237
H 4.517 3.950 -2.713
H -3.130 2.815 1.383
H 2.472 6.686 2.243
H 5.117 -1.857 0.052
H 7.224 -1.633 2.707
H -5.127 5.440 -0.949
*
```



# 2
Below is C6H13NO4 in the gas phase in a non-equilibrium geometry, with properties calculated with the ωB97M-V functional and the def2-TZVPD basis.

As for the SMILES: OC[C@@H]1NC[C@H](O)[C@@H](O)[C@H]1O. For the energy relative to the best compared isomer or geometry (same formula, charge and spin), the calculation gives 332.5 kJ/mol. As for the total energy: -592.00778 Eh. The value obtained for the highest occupied orbital energy is -8.984 eV.

ORCA input file:
```
! wB97M-V def2-TZVPD RIJCOSX def2/J DEFGRID3
* xyz 0 1
O 2.108 -1.539 -0.800
O -3.199 0.274 -0.228
O 0.724 -1.502 1.519
O 2.540 1.490 -0.311
N -0.765 0.626 1.073
C 0.123 -1.364 0.181
C 0.222 1.495 0.294
C -1.979 -0.286 -0.858
C 1.126 -0.544 -0.597
C -1.123 -0.586 0.395
C 1.571 0.695 0.430
H -2.036 -1.277 -1.345
H -3.623 0.900 -0.883
H 0.725 -0.239 -1.595
H 0.101 -1.033 2.253
H 0.059 -2.347 -0.221
H 0.266 2.557 0.590
H -0.066 1.302 -0.931
H -1.715 -1.281 1.000
H 3.245 1.762 0.424
H -1.429 0.390 -1.409
H -1.594 1.236 1.124
H 1.944 0.379 1.398
H 2.774 -1.110 -1.503
*
```



# 3
Below is 2 unconnected molecules or ions with the total composition C7H17BN3O4 in a non-equilibrium geometry, with properties calculated with the ωB97M-V functional and the def2-TZVPD basis.

As for the total energy: -766.83444 Eh. The value obtained for the highest occupied orbital energy is -13.096 eV.

ORCA input file:
```
! wB97M-V def2-TZVPD RIJCOSX def2/J DEFGRID3
* xyz 1 1
O 0.609 5.511 -0.514
O -0.086 4.971 1.449
O 0.134 3.341 -0.103
O 0.849 -4.546 -1.859
N -0.648 -2.860 -0.923
N -2.110 -3.672 0.628
N -1.213 -1.454 0.789
C -0.534 3.994 2.387
C 0.212 4.496 0.243
C 1.593 -3.734 0.383
C -1.353 -2.680 0.193
C -0.114 -0.765 0.063
C -0.194 -1.495 -1.269
C 0.967 5.159 -1.854
B 0.587 -3.741 -0.810
H -0.737 4.522 3.313
H 2.576 -3.505 -0.007
H -1.449 3.517 2.039
H -1.048 -1.029 -1.750
H 0.827 -0.806 0.584
H 1.803 4.462 -1.857
H 1.363 -3.030 1.172
H 0.116 4.732 -2.379
H -0.309 0.263 -0.195
H 1.630 -4.710 0.845
H 0.607 -1.367 -1.979
H 0.239 3.247 2.563
H 0.047 -5.048 -2.079
H -2.173 -3.960 1.593
H -2.635 -4.224 -0.030
H -0.822 -1.667 1.711
H 1.267 6.079 -2.346
*
```